# 1
Computed, not measured: H5NP4 in the gas phase at a distorted geometry, with ωB97M-V with the def2-TZVPD basis set.

The geometry in ORCA input format:
```
! wB97M-V def2-TZVPD RIJCOSX def2/J DEFGRID3
* xyz 0 1
P -1.77 2.16 -0.52
P -0.16 1.13 -1.52
N 0.36 0.17 -0.22
P 1.64 -0.94 -0.22
P 1.25 -1.92 1.65
H -2.56 1.10 -0.56
H -2.29 2.39 -1.80
H 1.20 -1.85 -1.02
H 0.08 -1.20 1.76
H 2.24 -1.05 2.44
*
```

Relative energy (zero: lowest compared OMol25 entry of this formula, charge and spin) = 76.6 kJ/mol
Highest occupied orbital energy (alpha / beta) = -8.12 / -8.12 eV
E_LUMO (alpha / beta) = -1.11 / -1.11 eV
Max |F| = 0.0891 Eh/bohr
SMILES = [PH2]#P=N[PH]#[PH2]
HOMO-LUMO gap (alpha / beta) = 0.2577 / 0.2577 hartree

=====

# 2
Computed, not measured: a molecular structure, C36H46BN2O3PS6SbTc at a distorted geometry, with ωB97M-V with the def2-TZVPD basis set.

The geometry in ORCA input format:
```
! wB97M-V def2-TZVPD RIJCOSX def2/J DEFGRID3
* xyz 0 1
Tc -0.82 1.43 -0.36
C -2.57 1.22 5.19
C -2.06 0.38 4.02
C -0.55 0.35 3.96
C 0.11 -0.43 4.89
C 1.49 -0.50 4.92
C 2.22 0.21 3.99
C 1.61 1.00 3.03
C 2.44 1.77 2.05
C 2.64 3.24 2.45
C 0.21 1.06 3.01
N -0.47 1.80 2.03
C -1.19 2.81 2.38
C -2.09 3.41 1.47
C -3.02 4.44 1.63
C -3.71 4.53 0.42
C -3.18 3.56 -0.42
N -2.21 2.88 0.21
H -3.65 1.21 5.21
H -2.23 2.25 5.11
H -2.21 0.82 6.14
H -2.47 0.77 3.09
H -2.42 -0.65 4.14
H -0.47 -0.99 5.61
H 1.98 -1.12 5.65
H 3.30 0.15 4.01
H 1.95 1.75 1.07
H 3.41 1.29 1.95
H 1.69 3.77 2.44
H 3.30 3.73 1.74
H 3.07 3.31 3.45
H -1.14 3.22 3.39
H -3.16 5.05 2.50
H -4.51 5.21 0.18
H -3.47 3.31 -1.42
S 3.20 5.26 -1.79
Sb 2.27 3.04 -2.17
S 1.02 0.04 -1.02
S 0.56 3.24 -0.45
S 1.88 5.08 -3.39
C -0.91 3.53 -5.22
C -0.48 2.15 -4.70
C 0.73 1.69 -5.51
O -0.06 2.30 -3.33
B -0.94 1.68 -2.48
O -1.91 1.04 -3.16
C -1.67 1.11 -4.58
C -1.29 -0.30 -5.04
C -2.98 1.55 -5.22
H -0.06 4.20 -5.14
H -1.71 3.94 -4.63
H -1.21 3.45 -6.27
H 1.47 2.50 -5.49
H 0.46 1.50 -6.54
H 1.19 0.81 -5.07
H -0.43 -0.67 -4.47
H -1.05 -0.32 -6.10
H -2.12 -0.97 -4.85
H -3.33 2.48 -4.78
H -3.73 0.79 -5.03
H -2.87 1.69 -6.30
C -3.15 -1.44 -1.64
C -2.96 -0.77 -0.28
C -2.70 -1.80 0.82
O -1.94 0.14 -0.33
H -4.03 -2.08 -1.61
H -2.29 -2.05 -1.88
H -3.28 -0.68 -2.40
H -3.87 -0.19 -0.03
H -1.96 -2.53 0.49
H -3.61 -2.33 1.06
H -2.32 -1.31 1.72
S -0.17 -3.43 -1.12
P 1.33 -3.02 0.05
S 1.57 -1.00 0.68
C 2.94 -3.47 -0.69
C 2.96 -4.40 -1.72
C 4.17 -4.75 -2.30
C 5.34 -4.17 -1.84
C 5.31 -3.23 -0.83
C 4.11 -2.88 -0.24
C 1.31 -3.89 1.65
C 1.76 -3.31 2.82
C 1.72 -4.04 3.99
C 1.23 -5.34 3.99
C 0.79 -5.91 2.81
C 0.82 -5.19 1.64
H 2.03 -4.83 -2.07
H 4.18 -5.47 -3.10
H 6.29 -4.46 -2.28
H 6.22 -2.76 -0.50
H 4.07 -2.15 0.55
H 2.13 -2.29 2.82
H 2.07 -3.59 4.91
H 1.20 -5.90 4.91
H 0.41 -6.92 2.81
H 0.46 -5.61 0.72
*
```

Relative energy (zero: lowest compared OMol25 entry of this formula, charge and spin) = 5.2 kJ/mol
Highest occupied orbital energy = -7.57 eV
E_LUMO = -1.73 eV
Max |F| = 0.0555 Eh/bohr
HOMO-LUMO gap = 0.2149 hartree

=====

# 3
Computed, not measured: 2 unconnected molecules or ions with the total composition C4H12 at a distorted geometry, with ωB97M-V with the def2-TZVPD basis set.

The geometry in ORCA input format:
```
! wB97M-V def2-TZVPD RIJCOSX def2/J DEFGRID3
* xyz 0 1
C 2.17 -0.84 1.00
C 0.76 -1.41 1.04
H 2.80 -1.75 0.87
H 1.95 -0.01 0.36
H 2.44 -0.41 2.07
H 0.04 -0.65 0.63
H 0.45 -1.83 2.03
H 0.83 -2.30 0.38
C -1.55 1.16 -0.33
C -1.32 1.19 -1.83
H -2.04 2.04 0.07
H -2.11 0.30 -0.05
H -0.54 1.08 0.21
H -0.98 0.17 -2.08
H -0.61 2.01 -2.02
H -2.30 1.25 -2.35
*
```

Relative energy (zero: lowest compared OMol25 entry of this formula, charge and spin) = 106.8 kJ/mol
Highest occupied orbital energy = -11.22 eV
E_LUMO = 1.12 eV
Max |F| = 0.0746 Eh/bohr
SMILES = CC.CC
HOMO-LUMO gap = 0.4534 hartree

=====

# 4
Computed, not measured: a molecular structure, C20H43FeOP3S at a distorted geometry, with ωB97M-V with the def2-TZVPD basis set.

The geometry in ORCA input format:
```
! wB97M-V def2-TZVPD RIJCOSX def2/J DEFGRID3
* xyz 3 6
Fe -2.55 -0.36 -1.98
P 0.74 -1.09 1.59
P -0.08 1.44 0.40
P 3.32 -0.76 -1.87
H -1.70 -3.04 -5.33
C -0.68 -3.36 -5.13
C -0.37 -4.13 -4.08
H -1.11 -4.51 -3.37
C -0.81 -1.79 2.32
C 1.44 -0.35 3.13
C 1.72 -2.66 1.61
C -0.78 2.53 -0.91
C -1.29 1.89 1.71
C 1.31 2.52 0.95
C 4.16 -1.48 -3.28
C 4.48 -0.34 -0.56
C 2.51 0.79 -2.27
H 0.09 -3.13 -5.86
H 0.64 -4.56 -4.02
H -1.25 -2.48 1.59
H -1.54 -1.00 2.53
H -0.57 -2.33 3.25
H 0.81 0.45 3.52
H 2.44 0.07 2.91
H 1.55 -1.14 3.89
H 1.19 -3.44 1.05
H 1.87 -2.98 2.65
H 2.69 -2.49 1.14
H -0.66 3.59 -0.64
H -1.85 2.31 -1.05
H -0.27 2.35 -1.86
H -1.14 2.93 2.01
H -1.18 1.25 2.59
H -2.30 1.76 1.31
H 0.93 3.54 1.12
H 2.09 2.56 0.17
H 1.76 2.14 1.87
H 5.08 -0.92 -3.51
H 3.49 -1.47 -4.16
H 4.42 -2.53 -3.06
H 5.34 0.19 -1.02
H 4.85 -1.23 -0.04
H 4.00 0.33 0.17
H 2.99 1.23 -3.15
H 2.60 1.47 -1.42
H 1.44 0.63 -2.46
C -0.56 -1.99 -2.46
C -0.51 -0.86 -3.32
C -1.66 -0.41 -4.01
C -2.84 -1.20 -4.03
C -2.96 -2.25 -3.08
C -1.91 -2.44 -2.12
S 0.77 -2.89 -1.93
H 2.24 -1.72 -1.52
H 0.47 -0.50 -3.63
H -1.60 0.48 -4.64
H -3.63 -0.98 -4.75
H -3.87 -2.86 -3.03
H -2.02 -3.15 -1.31
C -4.44 -0.11 1.93
C -4.31 -0.27 0.45
C -5.56 -0.71 -0.22
O -3.25 -0.03 -0.17
H -4.94 -0.99 2.32
H -5.07 0.76 2.15
H -3.48 0.01 2.43
H -5.40 -1.10 -1.23
H -6.03 -1.50 0.39
H -6.25 0.15 -0.29
*
```

Relative energy (zero: lowest compared OMol25 entry of this formula, charge and spin) = 0.0 kJ/mol
Highest occupied orbital energy (alpha / beta) = -15.92 / -15.89 eV
E_LUMO (alpha / beta) = -8.81 / -10.89 eV
Max |F| = 0.0469 Eh/bohr
HOMO-LUMO gap (alpha / beta) = 0.2615 / 0.1840 hartree

=====

# 5
Computed, not measured: a molecular structure, C5H6N2, with ωB97M-V with the def2-TZVPD basis set.

The geometry in ORCA input format:
```
! wB97M-V def2-TZVPD RIJCOSX def2/J DEFGRID3
* xyz 0 1
N 1.53 -0.22 1.27
C 1.50 0.98 0.90
C 1.38 0.07 -0.22
C 0.01 -0.11 -0.84
C -1.00 -1.02 -0.07
C -1.66 0.31 0.13
N -0.87 1.06 -0.54
H 2.25 -0.15 -0.84
H 0.09 -0.31 -1.91
H -1.55 -1.73 -0.68
H -0.60 -1.51 0.83
H -2.56 0.64 0.66
H 1.48 1.98 1.32
*
```

Relative energy (zero: lowest compared OMol25 entry of this formula, charge and spin) = 334.7 kJ/mol
Highest occupied orbital energy = -9.78 eV
E_LUMO = 1.22 eV
Max |F| = 0.0096 Eh/bohr
HOMO-LUMO gap = 0.4045 hartree

=====

# 6
Computed, not measured: a molecular structure, C37H61BaN6Si2, with ωB97M-V with the def2-TZVPD basis set.

The geometry in ORCA input format:
```
! wB97M-V def2-TZVPD RIJCOSX def2/J DEFGRID3
* xyz -1 1
Ba -0.14 0.47 0.12
N -0.70 -1.34 -2.23
C -0.43 -2.69 -1.91
C 0.84 -3.00 -1.23
N 1.03 -2.26 0.04
C 0.81 -3.03 1.28
C -0.30 -2.50 2.18
N -0.07 -1.09 2.56
H -1.68 -1.19 -2.45
H -0.14 -0.99 -3.00
H -1.13 -3.47 -2.21
H -2.09 -2.34 -0.50
H 1.70 -2.73 -1.86
H 0.91 -4.08 -1.07
H 1.99 -1.95 0.05
H 1.75 -3.06 1.84
H 0.56 -4.07 1.04
H -0.35 -3.15 3.06
H -1.26 -2.55 1.66
H 0.72 -1.00 3.20
H -0.89 -0.75 3.06
C 2.95 0.13 -2.80
C 3.65 -0.74 -1.79
C 4.35 -1.87 -2.17
C 4.97 -2.68 -1.23
C 4.88 -2.35 0.11
C 4.20 -1.22 0.53
C 4.06 -0.90 1.99
C 3.58 -0.39 -0.43
N 2.79 0.70 -0.05
C 3.38 1.79 0.47
C 4.88 1.97 0.46
C 2.58 2.85 0.95
C 3.27 4.09 1.48
N 1.25 2.73 0.95
C 0.45 3.86 1.23
C 0.35 4.92 0.33
C 1.19 4.97 -0.93
C -0.53 5.96 0.59
C -1.30 5.97 1.74
C -1.19 4.92 2.64
C -0.33 3.86 2.40
C -0.28 2.69 3.34
H 3.08 -0.27 -3.81
H 3.33 1.15 -2.78
H 1.88 0.20 -2.59
H 4.41 -2.13 -3.23
H 5.51 -3.57 -1.54
H 5.35 -2.99 0.86
H 4.31 -1.76 2.60
H 3.04 -0.58 2.22
H 4.71 -0.07 2.29
H 5.38 1.13 -0.01
H 5.29 2.08 1.48
H 5.16 2.88 -0.08
H 4.01 3.84 2.24
H 2.55 4.78 1.92
H 3.80 4.63 0.68
H 1.51 3.98 -1.24
H 2.09 5.58 -0.78
H 0.62 5.42 -1.75
H -0.63 6.77 -0.13
H -2.00 6.78 1.93
H -1.79 4.92 3.54
H -0.68 2.96 4.32
H 0.74 2.32 3.46
H -0.90 1.87 2.96
N -2.71 -2.22 0.29
C -3.98 -2.38 -0.13
C -4.39 -2.51 -1.49
C -5.71 -2.66 -1.86
C -6.73 -2.71 -0.91
C -6.36 -2.63 0.44
C -5.04 -2.47 0.82
H -3.62 -2.49 -2.26
H -5.96 -2.73 -2.91
H -7.76 -2.82 -1.20
H -7.12 -2.68 1.20
H -4.78 -2.41 1.87
C -3.69 1.09 -2.64
Si -2.65 2.35 -1.69
C -0.92 2.25 -2.52
C -3.23 4.07 -2.21
C -2.54 2.06 0.08
Si -3.93 1.69 1.18
C -3.52 0.47 2.58
C -4.48 3.25 2.12
C -5.45 1.03 0.30
H -3.44 1.09 -3.70
H -4.75 1.31 -2.55
H -3.56 0.08 -2.24
H -0.98 2.72 -3.51
H -0.55 1.23 -2.70
H -0.15 2.79 -1.96
H -3.20 4.22 -3.30
H -2.59 4.83 -1.74
H -4.25 4.25 -1.87
H -1.97 2.91 0.50
H -2.76 0.88 3.25
H -3.18 -0.47 2.14
H -4.41 0.26 3.18
H -3.66 3.61 2.75
H -5.34 3.05 2.77
H -4.74 4.05 1.43
H -5.22 0.12 -0.26
H -5.86 1.77 -0.40
H -6.23 0.77 1.02
*
```

Relative energy (zero: lowest compared OMol25 entry of this formula, charge and spin) = 29.7 kJ/mol
Highest occupied orbital energy (alpha / beta) = -3.10 / -3.09 eV
E_LUMO (alpha / beta) = 1.99 / 1.99 eV
Max |F| = 0.0075 Eh/bohr
HOMO-LUMO gap (alpha / beta) = 0.1871 / 0.1868 hartree

=====

# 7
Computed, not measured: a molecular structure, C45H46Br2DyN8O2Si2 at a distorted geometry, with ωB97M-V with the def2-TZVPD basis set.

The geometry in ORCA input format:
```
! wB97M-V def2-TZVPD RIJCOSX def2/J DEFGRID3
* xyz 1 6
Dy -0.72 0.09 0.21
N 3.41 2.17 0.54
C 2.12 1.82 0.53
N 1.64 0.69 0.13
C 2.55 -0.26 -0.34
N 2.19 -1.47 -0.58
N 0.86 -1.73 -0.31
C 0.48 -2.95 -0.27
C -0.93 -3.26 -0.04
C -1.34 -4.58 0.07
C -2.69 -4.86 0.23
C -3.56 -3.77 0.29
C -3.10 -2.49 0.16
N -1.79 -2.23 0.05
C 3.93 0.13 -0.55
C 4.81 -0.75 -1.17
C 6.12 -0.37 -1.27
C 6.56 0.84 -0.76
C 5.71 1.69 -0.12
C 4.35 1.32 -0.05
H 3.67 3.06 0.92
H 1.40 2.56 0.88
H 1.20 -3.76 -0.47
H -0.62 -5.40 -0.03
H -3.07 -5.90 0.29
H -4.62 -4.01 0.27
H -3.76 -1.65 0.09
H 4.46 -1.70 -1.58
H 6.89 -0.96 -1.81
H 7.59 1.14 -0.90
H 6.03 2.59 0.39
Br -0.43 -5.35 -6.07
C -0.22 -3.81 -4.98
C -1.26 -2.95 -4.84
C -1.07 -1.82 -4.03
C 0.13 -1.59 -3.41
C 1.19 -2.46 -3.57
C 1.00 -3.58 -4.37
N 0.20 -0.41 -2.61
C 0.43 0.67 -3.26
C 0.35 2.04 -2.67
C 0.79 3.08 -3.48
C 0.77 4.38 -3.00
C 0.29 4.60 -1.73
C -0.18 3.49 -0.99
N -0.08 2.22 -1.44
H -2.20 -3.16 -5.34
H -1.92 -1.16 -3.86
H 2.15 -2.30 -3.09
H 1.80 -4.28 -4.56
H 0.62 0.62 -4.33
H 1.16 2.86 -4.46
H 1.14 5.18 -3.61
H 0.20 5.58 -1.31
H -0.62 3.63 -0.02
C -1.60 -2.82 3.56
Si -1.63 -0.90 3.46
C -3.11 -0.30 2.46
C -2.08 -0.30 5.21
C -0.01 -0.22 2.77
C -0.07 1.22 2.89
C 0.49 2.06 3.89
C 0.04 3.34 4.05
C -1.00 3.78 3.25
C -1.42 2.98 2.17
N -0.93 1.76 1.99
Si 1.55 -0.95 3.56
C 1.46 -1.12 5.44
C 1.89 -2.65 2.86
C 3.06 0.12 3.15
H -2.49 -3.12 4.15
H -0.70 -3.22 4.03
H -1.65 -3.35 2.60
H -3.94 -0.99 2.63
H -2.95 -0.18 1.39
H -3.37 0.68 2.84
H -3.00 -0.79 5.52
H -2.30 0.77 5.21
H -1.33 -0.51 5.96
H 1.21 1.64 4.58
H 0.38 3.97 4.86
H -1.49 4.74 3.37
H -2.17 3.29 1.43
H 0.68 -1.83 5.69
H 1.23 -0.20 5.97
H 2.44 -1.48 5.82
H 1.01 -3.31 2.78
H 2.61 -3.19 3.49
H 2.39 -2.59 1.87
H 3.90 -0.25 3.73
H 2.92 1.18 3.36
H 3.38 -0.06 2.12
Br -3.75 3.15 -7.05
C -3.60 2.79 -5.18
C -3.36 3.74 -4.19
C -3.26 3.33 -2.86
C -3.37 1.98 -2.53
C -3.65 1.04 -3.50
C -3.75 1.47 -4.81
C -2.98 1.56 -1.15
O -2.96 2.37 -0.22
O -2.56 0.34 -1.03
H -3.27 4.78 -4.42
H -3.09 4.04 -2.03
H -3.81 -0.02 -3.28
H -4.01 0.75 -5.61
*
```

Relative energy (zero: lowest compared OMol25 entry of this formula, charge and spin) = 0.0 kJ/mol
Highest occupied orbital energy (alpha / beta) = -9.64 / -9.67 eV
E_LUMO (alpha / beta) = -3.31 / -3.32 eV
Max |F| = 0.0358 Eh/bohr
HOMO-LUMO gap (alpha / beta) = 0.2325 / 0.2335 hartree

=====

# 8
Computed, not measured: a molecular structure, H22O11 at a distorted geometry, with ωB97M-V with the def2-TZVPD basis set.

The geometry in ORCA input format:
```
! wB97M-V def2-TZVPD RIJCOSX def2/J DEFGRID3
* xyz 0 1
O -1.90 -0.15 0.51
H -2.04 -0.71 -0.25
H -2.71 -0.23 1.02
O 2.86 -0.36 -0.55
H 1.96 -0.08 -0.34
H 3.09 0.14 -1.33
O 0.82 1.60 2.15
H 1.45 1.02 2.58
H 0.26 1.92 2.86
O 0.14 3.55 0.04
H 0.06 2.65 0.37
H -0.75 3.89 0.08
O 0.99 -0.74 -2.21
H 1.14 -0.51 -1.30
H 0.11 -0.42 -2.40
O -1.60 1.40 -1.35
H -2.50 1.53 -1.05
H -1.07 1.41 -0.55
O 0.84 0.01 -0.20
H 0.65 0.85 0.23
H 0.12 -0.56 0.06
O -0.71 1.46 0.81
H -1.39 0.79 0.93
H -0.09 1.30 1.52
O 0.97 -2.51 -0.48
H 0.35 -2.33 0.23
H 1.83 -2.54 -0.05
O -0.76 -2.49 -1.46
H -0.87 -2.54 -2.41
H 0.10 -2.09 -1.33
O -0.29 -1.91 0.96
H -0.80 -1.10 1.06
H -0.28 -2.29 1.84
*
```

Relative energy (zero: lowest compared OMol25 entry of this formula, charge and spin) = 1521.4 kJ/mol
Highest occupied orbital energy = -8.99 eV
E_LUMO = -1.09 eV
Max |F| = 0.2132 Eh/bohr
HOMO-LUMO gap = 0.2904 hartree